1.
ORCA calculation (ωB97M-V/def2-TZVPD) on a cluster of 7 separate species, C47H49N7O17 in total at a distorted geometry.

Geometry as XYZ:
```
120
C47H49N7O17 (ωB97M-V/def2-TZVPD)
C -0.0526 3.5068 2.4830
O -1.1380 2.5320 2.4700
C -1.7424 2.4548 1.1222
C -0.7235 1.7945 0.0250
C -0.8681 2.4381 -1.4626
C 0.5189 2.9517 -2.1162
C 1.6622 1.8176 -2.2857
C 3.1109 2.3282 -1.7540
C 3.6973 1.4585 -0.5023
C 4.6672 0.2285 -0.9734
N 4.5176 -1.0461 -0.2189
O 5.5524 0.3070 -1.8976
C 1.2863 0.2566 -2.1713
O 0.6725 -0.1084 -3.4625
C 1.4597 0.6431 -4.4393
O 1.6972 0.2820 -5.6580
O 1.8796 1.8453 -3.7632
H -0.0659 4.0737 1.4616
H 0.9549 2.9170 2.5410
H -0.1368 4.3036 3.3130
H -2.1580 3.4911 0.7926
H -2.6851 1.7682 1.2398
H -1.0566 0.6752 -0.0810
H 0.3764 1.7409 0.4090
H -1.5479 3.3847 -1.3337
H -1.4845 1.7234 -2.1567
H 0.2517 3.3982 -3.1647
H 0.9090 3.8391 -1.4762
H 3.0669 3.4414 -1.3939
H 3.9349 2.2783 -2.5841
H 2.8799 1.0623 0.2109
H 4.3842 2.1506 0.1470
H 3.5972 -1.0180 0.2825
H 4.5368 -1.8718 -0.8452
H 0.7846 -0.1451 -1.2093
H 2.2661 -0.3825 -2.2129
O -1.0393 -4.2499 -11.2101
N -1.1389 -4.2223 -9.9860
O -1.7328 -5.0648 -9.3182
C -0.5104 -3.1054 -9.2745
C 0.1429 -2.1060 -9.9987
C 0.7176 -1.0345 -9.3194
C 0.6423 -0.9676 -7.9296
C -0.0015 -1.9723 -7.2113
C -0.5818 -3.0466 -7.8813
H 0.2092 -2.1451 -11.0817
H 1.2223 -0.2486 -9.8737
H 1.0870 -0.1268 -7.4033
H -0.0540 -1.9155 -6.1280
H -1.0832 -3.8209 -7.3086
O 2.9639 -2.8415 1.1451
N 2.1201 -2.9042 0.2542
O 1.5947 -1.9271 -0.2730
C 1.7093 -4.2321 -0.2045
C 2.2558 -5.3677 0.3962
C 1.8440 -6.6286 -0.0258
C 0.8988 -6.7501 -1.0419
C 0.3642 -5.6137 -1.6455
C 0.7672 -4.3483 -1.2285
H 2.9929 -5.2883 1.1890
H 2.2577 -7.5183 0.4396
H 0.5758 -7.7364 -1.3647
H -0.3701 -5.7155 -2.4390
H 0.3398 -3.4713 -1.7054
O -2.5242 2.5220 3.7156
N -3.1461 3.5768 3.8005
O -2.8687 4.6003 3.1753
C -4.2957 3.6248 4.7123
C -4.6234 2.4983 5.4691
C -5.7001 2.5561 6.3505
C -6.4430 3.7285 6.4689
C -6.1187 4.8466 5.7041
C -5.0420 4.7997 4.8219
H -4.0532 1.5781 5.3871
H -5.9590 1.6872 6.9485
H -7.2791 3.7713 7.1620
H -6.7037 5.7567 5.7989
H -4.7986 5.6798 4.2343
O 6.8594 -1.2451 7.9272
N 5.7145 -1.1403 7.4955
O 4.7338 -0.8721 8.1848
C 5.5031 -1.3550 6.0610
C 6.5852 -1.6987 5.2475
C 6.3746 -1.9253 3.8896
C 5.0952 -1.8042 3.3523
C 4.0210 -1.4507 4.1658
C 4.2204 -1.2249 5.5254
H 7.5876 -1.7967 5.6529
H 7.2081 -2.1996 3.2495
H 4.9339 -1.9871 2.2934
H 3.0264 -1.3551 3.7397
H 3.3733 -0.9533 6.1481
O -3.2202 4.4426 -1.6828
N -4.3630 4.5549 -2.1215
O -5.3452 4.8283 -1.4386
C -4.5662 4.3426 -3.5573
C -3.4808 3.9928 -4.3633
C -3.6831 3.7685 -5.7225
C -4.9579 3.8976 -6.2689
C -6.0357 4.2569 -5.4626
C -5.8443 4.4806 -4.1015
H -2.4817 3.8885 -3.9509
H -2.8467 3.4896 -6.3568
H -5.1126 3.7162 -7.3293
H -7.0265 4.3587 -5.8953
H -6.6939 4.7569 -3.4845
O -0.7281 -4.1155 2.5034
N 0.0977 -4.3079 3.3924
O 1.0775 -5.0400 3.2833
C -0.1019 -3.6202 4.6712
C -1.2231 -2.8073 4.8500
C -1.4205 -2.1752 6.0749
C -0.5023 -2.3521 7.1076
C 0.6202 -3.1558 6.9209
C 0.8252 -3.7946 5.7005
H -1.9468 -2.6604 4.0541
H -2.2927 -1.5461 6.2264
H -0.6629 -1.8613 8.0640
H 1.3337 -3.2872 7.7289
H 1.7028 -4.4206 5.5701
```

## Properties
Orbital gap: 6.8301 eV

***

2.
ORCA calculation (ωB97M-V/def2-TZVPD) on a structure of composition C47H50AgBF3N6S at a distorted geometry.

Geometry as XYZ:
```
109
C47H50AgBF3N6S (ωB97M-V/def2-TZVPD)
Ag -0.8949 0.1117 -0.1713
C -0.3137 3.7720 -3.0557
C -1.6330 4.1214 -3.2708
C -2.5827 3.7680 -2.3241
C -2.1599 3.0853 -1.1894
N -0.8986 2.7463 -0.9826
C 0.0000 3.0720 -1.8977
C -3.1287 2.6704 -0.1288
C -4.2247 3.4704 0.1616
C -5.1039 3.0582 1.1420
C -4.8802 1.8518 1.7733
C -3.7693 1.0993 1.4160
N -2.8938 1.5195 0.5064
C -3.5479 -0.2679 2.0118
C -4.4979 -0.8579 2.8366
C -4.2784 -2.1467 3.2944
C -3.1299 -2.8068 2.9056
C -2.2364 -2.1352 2.0838
N -2.4326 -0.8916 1.6629
H 0.4599 4.0065 -3.7753
H -1.9293 4.6346 -4.1777
H -3.6321 3.9795 -2.4840
H 1.0055 2.7170 -1.7040
H -4.3675 4.4109 -0.3530
H -5.9605 3.6655 1.4061
H -5.5656 1.5042 2.5310
H -5.4097 -0.3436 3.1018
H -5.0133 -2.6328 3.9242
H -2.9310 -3.8281 3.2012
H -1.3403 -2.6118 1.7302
F -3.0419 -4.9735 -1.9361
C -3.5009 -4.5784 -0.7437
F -2.4826 -4.6867 0.1301
F -4.3941 -5.5348 -0.3590
C -4.1405 -3.2136 -0.7656
C -5.4619 -3.1137 -0.3755
C -6.1018 -1.8828 -0.3863
C -5.3457 -0.8022 -0.8142
N -4.0758 -0.8598 -1.1854
C -3.4103 -2.0530 -1.1745
S -1.7330 -2.0839 -1.5499
H -5.9937 -4.0000 -0.0585
H -7.1331 -1.7690 -0.0807
H -5.7955 0.1893 -0.8483
C 2.3619 5.0051 -0.5529
C 3.1581 3.7540 -0.1616
C 4.6558 4.0635 -0.2131
C 2.7296 3.2389 1.2020
C 2.7553 4.1296 2.2717
C 2.3330 3.7485 3.5341
C 1.8790 2.4547 3.7277
C 1.8492 1.5265 2.6899
C 1.4305 0.0964 2.9880
C 0.1106 0.0329 3.7542
C 2.5433 -0.6444 3.7323
C 2.2920 1.9203 1.4176
N 2.4066 0.9465 0.3885
B 1.3760 0.0816 -0.2438
N 2.2525 -0.7225 -1.1226
C 3.5915 -0.3485 -0.9939
C 3.6895 0.6458 -0.0996
C 1.9855 -1.9894 -1.7305
C 1.5928 -2.1218 -3.0633
C 1.3870 -3.4124 -3.5579
C 1.5682 -4.5365 -2.7801
C 1.9795 -4.3885 -1.4643
C 2.1984 -3.1268 -0.9325
C 2.5912 -2.9943 0.5269
C 3.8397 -3.7986 0.8871
C 1.4056 -3.3784 1.3997
C 1.3903 -1.0089 -4.0860
C 2.6060 -0.9514 -5.0194
C 1.0528 0.3898 -3.5901
H 2.5370 5.2605 -1.6021
H 2.6665 5.8639 0.0505
H 1.2923 4.8625 -0.4085
H 2.9574 2.9731 -0.8958
H 4.8967 4.9010 0.4480
H 4.9589 4.3391 -1.2267
H 5.2582 3.2099 0.0988
H 3.1034 5.1440 2.1073
H 2.3615 4.4504 4.3593
H 1.5566 2.1480 4.7168
H 1.2681 -0.4033 2.0353
H 0.1968 0.4740 4.7518
H -0.2038 -1.0068 3.8797
H -0.6749 0.5559 3.2056
H 2.7536 -0.1735 4.6983
H 3.4692 -0.6477 3.1509
H 2.2547 -1.6835 3.9161
H 4.3807 -0.8517 -1.5321
H 4.5761 1.1430 0.2623
H 1.0362 -3.5201 -4.5797
H 1.3669 -5.5202 -3.1862
H 2.1081 -5.2645 -0.8375
H 2.8060 -1.9443 0.7271
H 3.6500 -4.8752 0.8402
H 4.1623 -3.5635 1.9052
H 4.6649 -3.5727 0.2080
H 1.1430 -4.4342 1.2797
H 0.5517 -2.7841 1.0863
H 1.6159 -3.1858 2.4576
H 0.5265 -1.3367 -4.6725
H 3.4948 -0.6580 -4.4524
H 2.4500 -0.2116 -5.8103
H 2.8101 -1.9170 -5.4850
H 1.8985 0.8599 -3.0838
H 0.2159 0.3704 -2.8932
H 0.7804 1.0073 -4.4536
```

## Properties
Relative energy (zero: lowest compared OMol25 entry of this formula, charge and spin): 0.00 kcal/mol
Orbital gap: 5.6067 eV
Net charge: -1